# 1
A structure of composition C27H24ClN3O4W, computed with ωB97M-V/def2-TZVPD.

Structure (ORCA input):
```
! RIJCOSX wB97M-V def2-TZVPD def2/J DEFGRID3
* xyz 2 1
W 0.249 -0.083 -0.567
C -3.736 -0.872 -2.269
C -2.360 -0.722 -2.098
N -1.818 -0.325 -0.952
C -2.639 0.020 0.087
C -4.030 -0.077 -0.020
C -4.570 -0.561 -1.228
C -4.825 0.385 1.061
C -4.216 0.960 2.131
C -2.804 1.077 2.208
C -2.005 0.578 1.218
N -0.568 0.588 1.121
C 0.221 1.402 1.998
C 0.000 1.745 3.303
C 0.886 2.627 3.976
C 1.988 3.131 3.356
C 2.300 2.702 2.039
C 3.468 3.079 1.347
C 3.714 2.564 0.101
C 2.793 1.678 -0.459
N 1.687 1.293 0.169
C 1.427 1.814 1.408
H -4.117 -1.212 -3.222
H -1.676 -0.930 -2.909
H -5.645 -0.651 -1.334
H -5.903 0.311 1.002
H -4.808 1.354 2.945
H -2.405 1.592 3.062
H -0.816 1.329 3.869
H 0.665 2.900 4.999
H 2.650 3.822 3.862
H 4.161 3.775 1.804
H 4.596 2.833 -0.463
H 2.954 1.274 -1.448
C 1.921 -1.454 1.958
C 1.442 -1.657 0.550
C 2.309 -1.480 -0.561
C 2.008 -1.959 -1.831
C 2.955 -1.787 -2.970
C 0.765 -2.597 -2.031
C -0.132 -2.772 -0.994
C -1.398 -3.543 -1.177
C 0.166 -2.216 0.276
H 1.124 -1.094 2.605
H 2.754 -0.752 1.999
H 2.272 -2.410 2.353
H 3.283 -1.046 -0.381
H 2.492 -1.187 -3.755
H 3.184 -2.763 -3.403
H 3.886 -1.318 -2.662
H 0.515 -2.967 -3.019
H -2.179 -3.206 -0.497
H -1.185 -4.590 -0.942
H -1.762 -3.506 -2.202
H -0.503 -2.414 1.103
O 0.582 0.049 -2.776
Cl 0.260 1.523 -2.973
O -0.689 1.691 -3.998
O -0.340 1.792 -1.612
O 1.451 2.263 -3.153
*
```

Results
HOMO energy (spin up / spin down) = -14.14 / -14.14 eV
E_tot = -2035.078905 hartree
energy relative to the best compared isomer or geometry (same formula, charge and spin) = 58.1 kJ/mol
orbital gap (spin up / spin down) = 6.71 / 6.71 eV
LUMO energy (spin up / spin down) = -7.4 / -7.4 eV



# 2
A structure of composition C27H24ClNO2PRu, computed with ωB97M-V/def2-TZVPD.

Structure (ORCA input):
```
! RIJCOSX wB97M-V def2-TZVPD def2/J DEFGRID3
* xyz 0 6
C -0.890 -1.513 1.844
C -0.782 -1.775 0.432
C 0.553 -1.996 0.111
H -1.641 -1.888 -0.227
C 1.347 -1.943 1.309
C 0.411 -1.816 2.426
H 0.646 -1.939 3.490
H -1.808 -1.354 2.402
H 0.942 -2.313 -0.858
H 2.390 -2.229 1.406
Ru 0.621 0.191 1.808
Cl 2.196 1.048 0.470
P -0.024 0.421 -3.147
C 1.217 -0.755 -3.611
C 0.958 -1.600 -4.712
H -0.029 -1.592 -5.170
C 1.982 -2.416 -5.181
H 1.798 -3.042 -6.053
C 3.219 -2.438 -4.531
H 4.007 -3.088 -4.901
C 3.449 -1.652 -3.384
H 4.408 -1.700 -2.875
C 2.441 -0.831 -2.898
H 2.570 -0.240 -1.983
C -1.715 -0.076 -3.386
C -2.072 -1.435 -3.200
H -1.330 -2.142 -2.813
C -3.362 -1.846 -3.514
H -3.632 -2.895 -3.403
C -4.311 -0.908 -3.949
H -5.309 -1.237 -4.214
C -3.998 0.458 -3.984
H -4.760 1.194 -4.241
C -2.715 0.892 -3.665
H -2.463 1.951 -3.614
C 0.385 2.112 -3.474
C 0.986 2.410 -4.714
H 1.278 1.594 -5.377
C 1.161 3.747 -5.060
H 1.581 3.991 -6.034
C 0.807 4.755 -4.152
H 0.948 5.797 -4.438
C 0.297 4.445 -2.881
H 0.062 5.240 -2.180
C 0.094 3.120 -2.525
H -0.297 2.834 -1.540
O 0.315 2.003 3.810
C -0.615 2.333 3.068
C -1.669 3.415 3.148
C -2.626 3.106 2.005
C -1.921 2.067 1.145
O -2.197 1.697 0.011
N -0.824 1.618 1.893
H -2.157 3.398 4.123
H -1.202 4.396 3.036
H -3.557 2.673 2.393
H -2.895 3.995 1.422
*
```

Results
HOMO energy (spin up / spin down) = -6.41 / -6.40 eV
E_tot = -2144.815106 hartree
energy relative to the best compared isomer or geometry (same formula, charge and spin) = 98.6 kJ/mol
orbital gap (spin up / spin down) = 7.07 / 4.51 eV
LUMO energy (spin up / spin down) = 0.7 / -1.9 eV



# 3
A structure of composition C27H24F10N5O3OsS, computed with ωB97M-V/def2-TZVPD.

Structure (ORCA input):
```
! RIJCOSX wB97M-V def2-TZVPD def2/J DEFGRID3
* xyz 0 2
Os -2.005 0.204 0.067
C -4.348 0.478 1.797
N -3.092 1.237 1.560
C -3.382 2.597 1.040
C -3.759 2.462 -0.420
N -2.606 1.840 -1.074
C -2.722 1.775 -2.469
C -3.778 1.176 -3.153
F -4.801 0.622 -2.474
C -3.835 1.113 -4.537
F -4.870 0.513 -5.135
C -2.813 1.647 -5.302
F -2.853 1.574 -6.640
C -1.750 2.261 -4.660
F -0.759 2.806 -5.378
C -1.728 2.334 -3.278
F -0.697 2.993 -2.721
C -2.288 1.246 2.807
C -1.683 -0.142 3.043
N -1.492 -0.833 1.765
C -0.787 -2.031 1.886
C -1.376 -3.263 1.610
F -2.675 -3.328 1.305
C -0.667 -4.451 1.677
F -1.263 -5.613 1.398
C 0.659 -4.441 2.072
F 1.345 -5.582 2.146
C 1.263 -3.241 2.401
F 2.547 -3.219 2.779
C 0.545 -2.067 2.304
F 1.174 -0.922 2.609
H -4.913 0.968 2.596
H -4.097 -0.541 2.084
H -4.946 0.449 0.891
H -2.446 3.151 1.107
H -4.149 3.084 1.648
H -3.960 3.458 -0.826
H -4.689 1.886 -0.526
H -2.934 1.548 3.636
H -1.503 1.988 2.682
H -2.325 -0.741 3.703
H -0.735 0.006 3.569
O -0.402 1.598 0.735
N 0.272 1.346 -0.391
C 1.428 1.920 -0.728
C 2.022 1.523 -1.903
C 1.407 0.545 -2.684
C 0.204 -0.012 -2.295
C -0.379 0.427 -1.114
S -2.802 -1.360 -1.056
H 1.809 2.665 -0.045
H 2.951 1.983 -2.207
H 1.878 0.219 -3.602
H -0.287 -0.773 -2.883
O 3.652 -3.004 -0.505
C 3.142 -1.798 -0.237
O 1.959 -1.587 -0.225
C 4.188 -0.745 0.097
N 5.531 -1.178 -0.292
C 6.520 -0.671 0.685
C 5.696 0.039 1.766
C 4.302 -0.562 1.614
H 3.876 0.193 -0.372
H 5.760 -0.910 -1.239
H 4.627 -2.888 -0.465
H 7.228 0.009 0.208
H 7.091 -1.504 1.098
H 5.665 1.114 1.574
H 6.108 -0.105 2.763
H 3.498 0.052 2.011
H 4.249 -1.538 2.102
*
```

Results
HOMO energy (spin up / spin down) = -7.14 / -7.37 eV
E_tot = -3030.173682 hartree
energy relative to the best compared isomer or geometry (same formula, charge and spin) = 176.6 kJ/mol
orbital gap (spin up / spin down) = 6.30 / 6.76 eV
LUMO energy (spin up / spin down) = -0.8 / -0.6 eV



Please write out number 1 again, unchanged.
A structure of composition C27H24ClN3O4W, computed with ωB97M-V/def2-TZVPD.

Structure (ORCA input):
```
! RIJCOSX wB97M-V def2-TZVPD def2/J DEFGRID3
* xyz 2 1
W 0.249 -0.083 -0.567
C -3.736 -0.872 -2.269
C -2.360 -0.722 -2.098
N -1.818 -0.325 -0.952
C -2.639 0.020 0.087
C -4.030 -0.077 -0.020
C -4.570 -0.561 -1.228
C -4.825 0.385 1.061
C -4.216 0.960 2.131
C -2.804 1.077 2.208
C -2.005 0.578 1.218
N -0.568 0.588 1.121
C 0.221 1.402 1.998
C 0.000 1.745 3.303
C 0.886 2.627 3.976
C 1.988 3.131 3.356
C 2.300 2.702 2.039
C 3.468 3.079 1.347
C 3.714 2.564 0.101
C 2.793 1.678 -0.459
N 1.687 1.293 0.169
C 1.427 1.814 1.408
H -4.117 -1.212 -3.222
H -1.676 -0.930 -2.909
H -5.645 -0.651 -1.334
H -5.903 0.311 1.002
H -4.808 1.354 2.945
H -2.405 1.592 3.062
H -0.816 1.329 3.869
H 0.665 2.900 4.999
H 2.650 3.822 3.862
H 4.161 3.775 1.804
H 4.596 2.833 -0.463
H 2.954 1.274 -1.448
C 1.921 -1.454 1.958
C 1.442 -1.657 0.550
C 2.309 -1.480 -0.561
C 2.008 -1.959 -1.831
C 2.955 -1.787 -2.970
C 0.765 -2.597 -2.031
C -0.132 -2.772 -0.994
C -1.398 -3.543 -1.177
C 0.166 -2.216 0.276
H 1.124 -1.094 2.605
H 2.754 -0.752 1.999
H 2.272 -2.410 2.353
H 3.283 -1.046 -0.381
H 2.492 -1.187 -3.755
H 3.184 -2.763 -3.403
H 3.886 -1.318 -2.662
H 0.515 -2.967 -3.019
H -2.179 -3.206 -0.497
H -1.185 -4.590 -0.942
H -1.762 -3.506 -2.202
H -0.503 -2.414 1.103
O 0.582 0.049 -2.776
Cl 0.260 1.523 -2.973
O -0.689 1.691 -3.998
O -0.340 1.792 -1.612
O 1.451 2.263 -3.153
*
```

Results
HOMO energy (spin up / spin down) = -14.14 / -14.14 eV
E_tot = -2035.078905 hartree
energy relative to the best compared isomer or geometry (same formula, charge and spin) = 58.1 kJ/mol
orbital gap (spin up / spin down) = 6.71 / 6.71 eV
LUMO energy (spin up / spin down) = -7.4 / -7.4 eV



What is the E_tot in the second record? -2144.815106 hartree



Please write out number 2 again, unchanged.
A structure of composition C27H24ClNO2PRu, computed with ωB97M-V/def2-TZVPD.

Structure (ORCA input):
```
! RIJCOSX wB97M-V def2-TZVPD def2/J DEFGRID3
* xyz 0 6
C -0.890 -1.513 1.844
C -0.782 -1.775 0.432
C 0.553 -1.996 0.111
H -1.641 -1.888 -0.227
C 1.347 -1.943 1.309
C 0.411 -1.816 2.426
H 0.646 -1.939 3.490
H -1.808 -1.354 2.402
H 0.942 -2.313 -0.858
H 2.390 -2.229 1.406
Ru 0.621 0.191 1.808
Cl 2.196 1.048 0.470
P -0.024 0.421 -3.147
C 1.217 -0.755 -3.611
C 0.958 -1.600 -4.712
H -0.029 -1.592 -5.170
C 1.982 -2.416 -5.181
H 1.798 -3.042 -6.053
C 3.219 -2.438 -4.531
H 4.007 -3.088 -4.901
C 3.449 -1.652 -3.384
H 4.408 -1.700 -2.875
C 2.441 -0.831 -2.898
H 2.570 -0.240 -1.983
C -1.715 -0.076 -3.386
C -2.072 -1.435 -3.200
H -1.330 -2.142 -2.813
C -3.362 -1.846 -3.514
H -3.632 -2.895 -3.403
C -4.311 -0.908 -3.949
H -5.309 -1.237 -4.214
C -3.998 0.458 -3.984
H -4.760 1.194 -4.241
C -2.715 0.892 -3.665
H -2.463 1.951 -3.614
C 0.385 2.112 -3.474
C 0.986 2.410 -4.714
H 1.278 1.594 -5.377
C 1.161 3.747 -5.060
H 1.581 3.991 -6.034
C 0.807 4.755 -4.152
H 0.948 5.797 -4.438
C 0.297 4.445 -2.881
H 0.062 5.240 -2.180
C 0.094 3.120 -2.525
H -0.297 2.834 -1.540
O 0.315 2.003 3.810
C -0.615 2.333 3.068
C -1.669 3.415 3.148
C -2.626 3.106 2.005
C -1.921 2.067 1.145
O -2.197 1.697 0.011
N -0.824 1.618 1.893
H -2.157 3.398 4.123
H -1.202 4.396 3.036
H -3.557 2.673 2.393
H -2.895 3.995 1.422
*
```

Results
HOMO energy (spin up / spin down) = -6.41 / -6.40 eV
E_tot = -2144.815106 hartree
energy relative to the best compared isomer or geometry (same formula, charge and spin) = 98.6 kJ/mol
orbital gap (spin up / spin down) = 7.07 / 4.51 eV
LUMO energy (spin up / spin down) = 0.7 / -1.9 eV